Below is a structure of composition C38H39F5N6O2Tc, with properties calculated with ωB97M-V/def2-TZVPD.

The geometry in XYZ format:
```
91
Properties=species:S:1:pos:R:3:lowdin_charge:R:1
Tc 0.61 0.48 0.36 1.699
O -1.44 1.30 1.02 -0.195
C -2.30 2.37 0.54 -0.180
C -1.75 3.73 0.91 -0.136
C -0.28 3.83 0.50 -0.151
C -0.07 3.48 -0.95 -0.268
C -0.36 4.44 -1.92 0.008
C -0.26 4.12 -3.26 -0.010
C 0.13 2.83 -3.60 -0.016
C 0.40 1.93 -2.59 -0.111
N 0.30 2.23 -1.28 0.041
H -1.55 1.17 1.98 0.076
H -3.30 2.20 0.95 0.142
H -2.34 2.25 -0.54 0.117
H -1.84 3.90 1.99 0.129
H -2.36 4.49 0.42 0.133
H 0.29 3.15 1.13 0.065
H 0.10 4.84 0.69 0.133
H -0.65 5.43 -1.61 0.132
H -0.48 4.85 -4.02 0.127
H 0.23 2.52 -4.63 0.123
H 0.72 0.94 -2.84 0.093
C 2.59 -0.46 3.71 -0.002
N 3.08 0.90 3.57 -0.049
C 4.13 1.23 4.53 -0.127
C 4.40 2.72 4.57 -0.131
C 4.55 3.18 3.14 -0.120
N 3.33 2.87 2.39 -0.049
C 3.02 3.82 1.34 -0.010
C 2.68 1.72 2.59 -0.401
O 1.62 1.46 1.87 -0.193
H 1.82 -0.53 4.48 0.103
H 3.44 -1.08 4.02 0.111
H 2.22 -0.85 2.78 0.058
H 5.03 0.68 4.26 0.141
H 3.80 0.86 5.50 0.138
H 5.31 2.92 5.14 0.133
H 3.58 3.25 5.05 0.131
H 5.41 2.70 2.66 0.144
H 4.70 4.26 3.08 0.133
H 2.85 4.80 1.78 0.110
H 2.14 3.51 0.79 0.042
H 3.86 3.89 0.65 0.111
F 3.06 1.63 -0.47 0.056
C 2.58 0.35 -0.51 -0.412
F 2.50 0.04 -1.84 0.031
C 3.71 -0.56 0.06 -0.579
F 3.21 -1.73 0.47 0.151
F 4.63 -0.80 -0.87 0.198
F 4.31 0.02 1.10 0.168
N -3.86 -3.00 -4.22 0.175
C -4.10 -3.90 -5.23 -0.179
C -5.27 -4.32 -5.86 -0.010
C -5.13 -5.25 -6.86 -0.062
C -3.87 -5.76 -7.23 -0.066
C -2.71 -5.34 -6.61 0.000
C -2.84 -4.39 -5.59 -0.213
N -1.86 -3.81 -4.82 0.195
C -2.50 -2.99 -4.02 -0.289
C -1.81 -2.18 -3.03 -0.094
C -2.45 -1.28 -2.18 0.035
C -1.71 -0.55 -1.28 -0.089
N -0.37 -0.65 -1.17 -0.095
C 0.24 -1.54 -1.98 -0.121
C -0.43 -2.30 -2.90 0.044
H -4.55 -2.47 -3.72 0.157
H -6.24 -3.94 -5.58 0.114
H -6.01 -5.61 -7.37 0.112
H -3.81 -6.49 -8.02 0.110
H -1.74 -5.73 -6.89 0.118
H -3.52 -1.13 -2.19 0.121
H -2.20 0.13 -0.60 0.091
H 1.31 -1.65 -1.88 0.110
H 0.11 -3.00 -3.53 0.131
C -2.15 -0.93 5.07 -0.048
C -1.43 0.19 4.62 -0.049
C -0.66 0.12 3.49 -0.116
C -0.57 -1.07 2.72 -0.182
C 0.19 -1.21 1.49 -0.213
C 0.38 -2.48 0.98 -0.107
C -0.20 -3.62 1.56 -0.039
C -1.03 -3.48 2.64 0.001
C -1.22 -2.22 3.24 -0.150
C -2.03 -2.11 4.40 -0.003
H -2.76 -0.86 5.96 0.117
H -1.45 1.11 5.20 0.117
H -0.04 0.97 3.23 0.089
H 0.97 -2.63 0.09 0.079
H -0.01 -4.59 1.13 0.120
H -1.53 -4.35 3.06 0.127
H -2.53 -3.00 4.76 0.125
```

multiplicity = 4
energy relative to the best compared isomer or geometry (same formula, charge and spin) = 0.0 kcal per mole
gap between HOMO and LUMO (alpha / beta) = 7.03 / 5.52 eV
E_tot = -2530.1568 hartree
net charge = +2
E_HOMO (alpha / beta) = -12.45 / -12.44 eV